# 1
Formula: C4H7NO
Source: OMol25
Level of theory: the ωB97M-V functional and the def2-TZVPD basis

Last column: Löwdin charge in e.
Atoms and positions in Å:
O (0.72, -0.96, -1.24)  -0.075
C (1.79, -0.37, -0.64)  -0.332
N (1.99, -0.15, 0.58)  0.125
C (-0.65, 0.67, 0.01)  -0.197
C (-1.34, 0.80, 1.13)  0.011
C (-0.57, -0.64, -0.70)  -0.201
H (2.50, -0.02, -1.39)  0.123
H (1.23, -0.54, 1.15)  0.051
H (-0.20, 1.53, -0.49)  0.117
H (-1.72, -0.08, 1.65)  0.066
H (-1.58, 1.77, 1.55)  0.059
H (-1.22, -0.59, -1.57)  0.129
H (-0.94, -1.44, -0.05)  0.124

* E_LUMO: 0.038 hartree
* HOMO-LUMO gap: 11.10 eV
* SMILES: [H]/N=C\OCC=C
* ΔE to the lowest compared entry with this formula, charge and spin: 2.198 eV
* HOMO: -10.06 eV
* total charge: 0



# 2
Formula: C14H37F5N6O5P2S
Source: OMol25
Level of theory: the ωB97M-V functional and the def2-TZVPD basis

Last column: Löwdin charge in e.
Atoms and positions in Å:
O (-4.99, -5.20, 1.92)  -0.400
S (-3.85, -6.18, 1.50)  1.124
O (-4.65, -7.31, 0.45)  -0.247
F (-5.15, -6.53, -0.52)  -0.086
O (-2.71, -5.42, 0.47)  -0.260
C (-1.83, -4.49, 1.23)  -0.282
F (-2.58, -3.41, 1.94)  0.015
F (-0.90, -5.16, 2.17)  0.020
C (-0.93, -3.70, 0.06)  -0.050
F (0.01, -2.70, 0.62)  -0.013
F (-1.94, -3.11, -0.88)  -0.035
H (-0.39, -4.57, -0.56)  0.198
O (2.31, -2.01, -1.05)  -0.292
P (3.74, -1.42, -1.18)  0.750
N (3.58, -0.38, 0.14)  -0.353
C (2.81, 0.84, 0.20)  -0.118
C (3.65, -1.03, 1.44)  -0.121
N (3.47, -0.75, -2.73)  -0.327
C (2.94, 0.57, -2.98)  -0.129
C (2.83, -1.68, -3.67)  -0.154
N (5.38, -0.74, -1.32)  -0.318
C (5.87, 0.58, -1.01)  -0.109
C (6.29, -1.52, -2.15)  -0.150
H (3.10, 1.43, 1.08)  0.090
H (1.73, 0.64, 0.25)  0.072
H (3.00, 1.50, -0.64)  0.054
H (4.69, -1.11, 1.76)  0.074
H (3.22, -2.04, 1.42)  0.065
H (3.11, -0.49, 2.23)  0.084
H (1.97, 0.73, -2.50)  0.079
H (2.80, 0.76, -4.05)  0.087
H (3.63, 1.35, -2.66)  0.057
H (1.74, -1.70, -3.54)  0.075
H (3.20, -2.70, -3.53)  0.067
H (3.04, -1.41, -4.71)  0.079
H (5.27, 1.37, -1.44)  0.061
H (6.89, 0.74, -1.38)  0.087
H (5.93, 0.73, 0.07)  0.081
H (6.28, -1.16, -3.19)  0.078
H (6.00, -2.57, -2.16)  0.069
H (7.32, -1.47, -1.77)  0.077
O (-1.71, 3.49, -0.58)  -0.287
P (-2.93, 2.86, 0.12)  0.747
N (-2.93, 3.94, 1.42)  -0.360
C (-2.00, 3.98, 2.52)  -0.129
C (-3.44, 5.27, 1.10)  -0.125
N (-2.17, 1.35, 0.39)  -0.320
C (-1.37, 1.01, 1.55)  -0.130
C (-1.47, 0.83, -0.81)  -0.142
N (-4.34, 2.13, 0.93)  -0.318
C (-4.66, 2.03, 2.34)  -0.109
C (-5.13, 1.23, 0.09)  -0.147
H (-2.40, 4.60, 3.33)  0.087
H (-1.03, 4.37, 2.23)  0.087
H (-1.87, 3.01, 2.99)  0.050
H (-4.53, 5.28, 1.21)  0.074
H (-3.20, 5.56, 0.07)  0.067
H (-3.03, 6.06, 1.75)  0.082
H (-0.54, 1.71, 1.70)  0.079
H (-0.94, 0.00, 1.46)  0.078
H (-1.98, 0.96, 2.45)  0.057
H (-0.47, 1.26, -0.91)  0.064
H (-2.04, 1.05, -1.72)  0.072
H (-1.37, -0.26, -0.76)  0.070
H (-3.84, 1.63, 2.94)  0.061
H (-5.51, 1.35, 2.52)  0.087
H (-4.96, 3.00, 2.74)  0.080
H (-4.80, 0.20, 0.20)  0.079
H (-5.04, 1.52, -0.96)  0.069
H (-6.20, 1.29, 0.34)  0.077

* E_LUMO: -0.043 hartree
* HOMO-LUMO gap: 6.46 eV
* ΔE to the lowest compared entry with this formula, charge and spin: 3.513 eV
* HOMO: -7.62 eV
* total charge: 0



# 3
Formula: C26H33N6O4Sc
Source: OMol25
Level of theory: the ωB97M-V functional and the def2-TZVPD basis

Last column: Löwdin charge in e.
Atoms and positions in Å:
Sc (-0.07, -0.01, 0.14)  1.055
C (-1.70, 3.02, -1.87)  -0.090
N (-0.71, 2.00, -2.22)  -0.236
C (-0.94, 1.54, -3.59)  -0.070
C (0.67, 2.42, -2.12)  -0.208
C (1.02, 3.75, -2.33)  -0.027
C (2.34, 4.14, -2.47)  -0.095
C (3.31, 3.15, -2.49)  -0.095
C (2.98, 1.83, -2.24)  -0.021
C (1.67, 1.42, -1.95)  -0.211
N (1.25, 0.16, -1.53)  -0.025
C (2.00, -1.02, -1.61)  -0.222
C (3.39, -1.16, -1.49)  -0.027
C (4.01, -2.40, -1.54)  -0.081
C (3.27, -3.56, -1.67)  -0.082
C (1.88, -3.46, -1.68)  -0.025
C (1.26, -2.23, -1.62)  -0.224
N (-0.18, -2.12, -1.47)  -0.234
C (-0.79, -3.23, -0.75)  -0.089
C (-0.79, -1.98, -2.79)  -0.060
H (-1.76, 3.82, -2.62)  0.087
H (-2.68, 2.55, -1.83)  0.083
H (-1.48, 3.45, -0.90)  0.084
H (-0.91, 2.37, -4.31)  0.097
H (-0.18, 0.82, -3.87)  0.077
H (-1.93, 1.06, -3.67)  0.088
H (0.24, 4.49, -2.40)  0.105
H (2.60, 5.18, -2.62)  0.098
H (4.35, 3.41, -2.67)  0.101
H (3.78, 1.11, -2.28)  0.075
H (4.00, -0.30, -1.28)  0.089
H (5.09, -2.45, -1.44)  0.105
H (3.75, -4.52, -1.70)  0.101
H (1.29, -4.36, -1.69)  0.108
H (-0.81, -4.16, -1.34)  0.087
H (-0.23, -3.41, 0.17)  0.090
H (-1.82, -2.98, -0.51)  0.077
H (-0.64, -2.89, -3.38)  0.101
H (-1.86, -1.80, -2.72)  0.078
H (-0.32, -1.15, -3.31)  0.071
O (3.00, -2.22, 2.03)  0.086
C (2.21, -1.38, 1.65)  -0.563
O (1.07, -1.57, 1.08)  -0.137
C (2.48, 0.10, 1.89)  -0.146
C (3.57, 0.66, 2.54)  0.029
C (3.57, 2.03, 2.75)  -0.023
C (2.49, 2.81, 2.35)  0.030
C (1.44, 2.17, 1.71)  -0.146
N (1.48, 0.87, 1.47)  0.084
C (0.12, 2.78, 1.27)  -0.559
O (-0.10, 3.97, 1.39)  0.085
O (-0.70, 1.88, 0.81)  -0.136
H (4.37, 0.02, 2.87)  0.124
H (4.40, 2.50, 3.26)  0.111
H (2.43, 3.87, 2.53)  0.124
N (-1.32, -0.87, 2.03)  -0.015
C (-2.63, -0.38, 2.47)  -0.233
C (-3.66, -0.42, 1.36)  -0.182
C (-3.37, 0.50, 0.19)  -0.237
N (-2.28, -0.01, -0.66)  -0.009
H (-1.32, -1.88, 1.87)  0.088
H (-0.62, -0.73, 2.76)  0.096
H (-2.49, 0.66, 2.78)  0.122
H (-3.00, -0.94, 3.33)  0.114
H (-4.63, -0.15, 1.79)  0.116
H (-3.78, -1.45, 1.00)  0.113
H (-3.05, 1.48, 0.56)  0.108
H (-4.28, 0.65, -0.40)  0.117
H (-2.04, 0.67, -1.38)  0.040
H (-2.57, -0.86, -1.12)  0.068

* E_LUMO: 0.006 hartree
* HOMO-LUMO gap: 7.01 eV
* ΔE to the lowest compared entry with this formula, charge and spin: 0.087 eV
* HOMO: -6.86 eV
* total charge: 0



# 4
Formula: C29H55N9O8S
Source: OMol25
Level of theory: the ωB97M-V functional and the def2-TZVPD basis

Last column: Löwdin charge in e.
Atoms and positions in Å:
O (1.09, 3.98, -2.85)  0.036
C (1.42, 2.83, -2.98)  -0.242
C (2.92, 2.31, -2.88)  -0.072
C (2.87, 0.90, -2.10)  -0.140
C (2.32, -0.23, -2.85)  -0.037
C (2.19, -1.61, -2.22)  -0.040
C (2.65, -1.77, -0.84)  -0.004
C (3.21, -0.60, -0.08)  -0.283
N (3.67, -0.54, 1.23)  -0.254
S (4.14, 1.02, 1.55)  0.972
N (3.85, 1.84, 0.10)  -0.207
C (3.35, 0.80, -0.68)  -0.294
H (0.62, 2.03, -3.13)  0.119
H (3.38, 2.15, -3.90)  0.127
H (3.52, 3.08, -2.33)  0.084
H (1.98, -0.07, -3.91)  0.107
H (1.74, -2.43, -2.82)  0.101
H (2.57, -2.77, -0.36)  0.108
C (5.19, 4.74, -0.43)  -0.017
C (5.70, 5.51, -1.61)  -0.546
O (5.25, 5.36, -2.74)  0.024
N (6.71, 6.40, -1.40)  -0.001
C (7.37, 6.72, -0.15)  -0.081
H (4.40, 4.07, -0.75)  0.030
H (5.99, 4.14, 0.00)  0.088
H (4.79, 5.42, 0.32)  0.093
H (7.01, 6.89, -2.23)  0.137
H (7.24, 7.78, 0.06)  0.081
H (8.44, 6.50, -0.26)  0.081
H (6.97, 6.14, 0.68)  0.074
C (-1.92, -0.37, 1.70)  -0.017
C (-1.17, -0.63, 0.42)  -0.549
O (-0.92, -1.76, 0.02)  0.006
N (-0.75, 0.42, -0.31)  0.023
C (-0.92, 1.83, -0.05)  -0.070
H (-2.18, -1.31, 2.16)  0.047
H (-1.29, 0.20, 2.39)  0.088
H (-2.84, 0.18, 1.48)  0.087
H (-0.25, 0.15, -1.15)  0.121
H (-1.46, 2.26, -0.88)  0.046
H (0.08, 2.27, 0.02)  0.083
H (-1.46, 2.02, 0.87)  0.082
C (3.65, 1.82, 5.30)  -0.020
C (3.91, 3.30, 5.19)  -0.555
O (4.70, 3.77, 4.39)  0.018
N (3.22, 4.12, 6.03)  0.001
C (2.25, 3.75, 7.05)  -0.080
H (4.27, 1.30, 4.57)  0.050
H (3.92, 1.47, 6.30)  0.086
H (2.61, 1.60, 5.09)  0.088
H (3.44, 5.10, 5.91)  0.139
H (1.30, 4.24, 6.81)  0.083
H (2.61, 4.11, 8.02)  0.082
H (2.10, 2.68, 7.09)  0.073
C (-2.87, -3.05, 5.94)  -0.009
C (-3.04, -2.00, 4.87)  -0.531
O (-2.11, -1.63, 4.17)  0.015
N (-4.28, -1.46, 4.71)  0.009
C (-5.49, -1.76, 5.44)  -0.077
H (-1.84, -3.39, 5.96)  0.085
H (-3.11, -2.63, 6.92)  0.085
H (-3.51, -3.91, 5.73)  0.085
H (-4.32, -0.76, 3.98)  0.139
H (-6.24, -2.11, 4.73)  0.084
H (-5.85, -0.85, 5.92)  0.083
H (-5.33, -2.52, 6.20)  0.073
C (-0.69, -7.45, -1.21)  -0.012
C (-0.45, -5.96, -1.27)  -0.566
O (0.34, -5.46, -2.06)  0.001
N (-1.15, -5.18, -0.42)  0.022
C (-2.12, -5.59, 0.58)  -0.075
H (-0.06, -7.95, -1.95)  0.083
H (-0.42, -7.83, -0.22)  0.084
H (-1.73, -7.68, -1.43)  0.087
H (-0.94, -4.19, -0.51)  0.114
H (-3.07, -5.10, 0.36)  0.082
H (-1.77, -5.25, 1.56)  0.084
H (-2.26, -6.66, 0.60)  0.071
C (-1.48, -6.20, -4.51)  -0.010
C (-2.87, -6.69, -4.80)  -0.549
O (-3.17, -7.87, -4.76)  0.021
N (-3.82, -5.76, -5.11)  -0.002
C (-3.66, -4.32, -5.20)  -0.082
H (-0.83, -7.04, -4.28)  0.082
H (-1.08, -5.68, -5.38)  0.092
H (-1.49, -5.53, -3.65)  0.067
H (-4.73, -6.16, -5.29)  0.137
H (-4.34, -3.85, -4.48)  0.081
H (-3.93, -4.01, -6.21)  0.080
H (-2.64, -4.01, -4.98)  0.075
C (-2.59, 3.95, -3.45)  0.003
C (-3.50, 3.53, -2.32)  -0.526
O (-3.08, 3.29, -1.20)  0.010
N (-4.83, 3.43, -2.58)  0.004
C (-5.51, 3.67, -3.84)  -0.078
H (-1.56, 3.99, -3.09)  0.067
H (-2.65, 3.23, -4.26)  0.088
H (-2.87, 4.94, -3.81)  0.089
H (-5.38, 3.14, -1.79)  0.139
H (-6.25, 4.46, -3.68)  0.083
H (-6.03, 2.76, -4.14)  0.083
H (-4.83, 3.97, -4.63)  0.073

* E_LUMO: -0.025 hartree
* HOMO-LUMO gap: 7.76 eV
* HOMO: -8.43 eV
* total charge: 0



# 5
Formula: B3F3O3
Source: OMol25
Level of theory: the ωB97M-V functional and the def2-TZVPD basis

Last column: Löwdin charge in e.
Atoms and positions in Å:
F (-1.17, -1.68, 1.87)  0.266
F (-1.28, 2.30, -0.88)  0.238
F (2.55, -0.51, -0.88)  0.252
O (-1.14, 0.35, 0.64)  0.348
O (0.56, -1.21, 0.23)  0.343
O (0.51, 0.80, -0.98)  0.325
B (-0.57, -0.85, 1.00)  -0.598
B (-0.69, 1.16, -0.41)  -0.581
B (1.24, -0.36, -0.59)  -0.592

* E_LUMO: 0.003 hartree
* HOMO-LUMO gap: 13.11 eV
* SMILES: FB1OB(F)OB(F)O1
* HOMO: -13.03 eV
* total charge: 0



# 6
Formula: C9H8O4S
Source: OMol25
Level of theory: the ωB97M-V functional and the def2-TZVPD basis

Last column: Löwdin charge in e.
Atoms and positions in Å:
C (-0.89, 2.08, 0.14)  -0.030
C (-0.30, -1.07, -1.53)  -0.090
C (0.43, 2.25, 0.18)  -0.110
C (-1.00, -0.21, -0.81)  0.050
C (-1.53, 0.79, -0.08)  -0.343
C (1.23, -1.76, 0.21)  -0.405
C (0.77, -2.01, -1.15)  -0.113
C (1.15, -0.39, 0.79)  -0.269
C (0.89, -0.27, 2.09)  0.146
O (-2.82, 0.64, 0.37)  0.023
O (1.59, -2.65, 0.94)  0.119
O (2.92, 1.67, 0.29)  -0.324
O (1.75, 0.60, -1.58)  -0.303
S (1.69, 1.00, -0.20)  0.734
H (-1.62, 2.77, 0.56)  0.129
H (-0.58, -1.09, -2.54)  0.105
H (1.07, 3.06, 0.50)  0.084
H (0.52, -3.13, -1.36)  0.172
H (1.56, -1.80, -1.91)  0.145
H (0.81, -1.15, 2.60)  0.065
H (-3.25, -0.14, -0.10)  0.146
H (0.64, 0.62, 2.54)  0.072

* E_LUMO: -0.026 hartree
* HOMO-LUMO gap: 8.26 eV
* SMILES: C=C1C(=O)CC=C=C(O)/C=C\S1(=O)=O
* ΔE to the lowest compared entry with this formula, charge and spin: 6.224 eV
* HOMO: -8.96 eV
* total charge: 0



# 7
Formula: C4H12NO2
Source: OMol25
Level of theory: the ωB97M-V functional and the def2-TZVPD basis

Last column: Löwdin charge in e.
Atoms and positions in Å:
C (1.91, 2.58, -1.15)  -0.059
C (0.79, 1.87, -0.51)  -0.102
C (0.51, 1.91, 0.78)  -0.054
N (-0.73, 1.35, 1.29)  0.072
C (-1.82, 1.26, 0.67)  0.174
H (2.47, 1.95, -1.84)  0.093
H (1.52, 3.36, -1.82)  0.104
H (2.62, 3.01, -0.46)  0.086
H (0.12, 1.31, -1.16)  0.098
H (1.10, 2.43, 1.51)  0.133
H (-0.71, 1.21, 2.30)  0.183
H (-2.78, 0.97, 1.07)  0.130
H (-1.88, 1.45, -0.39)  0.121
H (-0.48, -6.45, 3.00)  0.027
H (-0.11, -7.09, 1.65)  0.035
O (-0.80, -7.05, 2.32)  -0.061
H (-0.67, -0.75, -2.91)  0.040
H (-0.45, -2.12, -2.26)  0.045
O (-0.61, -1.20, -2.06)  -0.065

* E_LUMO: -0.189 hartree
* HOMO-LUMO gap: 8.11 eV
* ΔE to the lowest compared entry with this formula, charge and spin: 2.587 eV
* HOMO: -13.25 eV
* total charge: +1